[1]
A single C21H21F2N3O5 molecule in a non-equilibrium geometry. Source: the Open Molecules 2025 dataset; level of theory: ωB97M-V/def2-TZVPD.

Positions of all 52 atoms, in Å:
C (5.35045, 2.30990, 0.68795)
C (3.98137, 1.94619, 1.25066)
C (2.83244, 2.25225, 0.28941)
C (2.85665, 1.42468, -0.99689)
N (2.75135, -0.00135, -0.72538)
C (3.88168, -0.77868, -0.85088)
O (4.94236, -0.35008, -1.23664)
N (3.72970, -2.10949, -0.51165)
C (2.59192, -2.76172, -0.07834)
O (2.60709, -3.93788, 0.20317)
C (1.42660, -1.88551, -0.01671)
C (0.17238, -2.35227, 0.38388)
C (0.00968, -3.78418, 0.81929)
O (0.04703, -4.12598, 1.96962)
O (-0.26241, -4.55517, -0.22497)
C (-0.36409, -5.96630, 0.00171)
C (0.89364, -6.66317, -0.49128)
C (-0.89624, -1.47661, 0.41641)
C (-0.69219, -0.14644, 0.02565)
C (-1.77877, 0.83888, -0.00230)
C (-1.46884, 2.19739, 0.02625)
C (-2.45861, 3.16181, 0.00517)
C (-3.78872, 2.76869, -0.04720)
O (-4.85677, 3.64841, -0.07900)
C (-4.65733, 4.93701, 0.26560)
F (-4.08571, 5.65331, -0.73750)
F (-5.85568, 5.49284, 0.48001)
C (-4.11610, 1.41762, -0.10095)
C (-3.12121, 0.46396, -0.07953)
N (0.50684, 0.30375, -0.32899)
C (1.54192, -0.52339, -0.34891)
H (5.35906, 3.34140, 0.34233)
H (5.61642, 1.65856, -0.13971)
H (6.11052, 2.20073, 1.45774)
H (3.81013, 2.51054, 2.17050)
H (3.96725, 0.88560, 1.51350)
H (1.88417, 2.06977, 0.79861)
H (2.86989, 3.30568, 0.00623)
H (3.79133, 1.57635, -1.53655)
H (2.01137, 1.70610, -1.62794)
H (4.57210, -2.66942, -0.59282)
H (-1.24804, -6.29615, -0.55072)
H (-0.50816, -6.13713, 1.07305)
H (0.84184, -7.72252, -0.25731)
H (0.99779, -6.53797, -1.56602)
H (1.76235, -6.22648, -0.00535)
H (-1.86017, -1.81657, 0.75547)
H (-0.43230, 2.49078, 0.06125)
H (-2.18188, 4.20451, 0.00681)
H (-4.03338, 5.08314, 1.16912)
H (-5.15585, 1.14104, -0.16438)
H (-3.39575, -0.57673, -0.14452)

Force components x, y, z for each atom (eV/Å):
-0.113 -0.125 0.119
0.007 0.198 -0.183
0.105 -0.249 0.070
0.029 0.574 -0.025
0.262 0.083 -0.110
-0.115 -0.071 -0.038
0.294 0.011 -0.047
0.303 -0.330 0.010
0.106 0.241 -0.078
0.024 -0.123 0.037
-0.420 0.207 0.070
0.326 0.257 -0.090
-0.164 0.077 0.277
0.012 0.076 -0.062
-0.057 0.193 -0.362
0.044 -0.606 0.250
-0.210 0.347 0.092
0.134 0.004 -0.047
0.286 -0.606 0.096
-0.319 0.375 -0.015
-0.093 -0.257 0.048
-0.167 0.174 -0.003
0.035 -0.110 -0.003
0.023 -0.557 -0.225
0.506 0.857 0.786
0.148 -0.159 -0.249
-0.306 -0.133 0.030
-0.119 0.293 0.014
0.180 0.133 0.031
0.174 0.100 -0.128
-0.600 -0.732 0.269
0.048 0.148 -0.039
0.075 0.010 -0.084
0.137 0.023 0.024
-0.031 -0.104 0.041
-0.038 -0.032 0.114
-0.026 0.120 -0.044
-0.056 0.075 -0.008
-0.163 -0.047 -0.001
0.160 -0.022 -0.008
-0.157 0.126 0.007
0.093 0.085 0.112
-0.064 0.009 -0.233
-0.015 -0.135 0.001
0.050 -0.029 -0.099
0.066 -0.056 0.019
-0.110 -0.025 0.036
0.090 0.053 0.004
-0.009 0.085 -0.017
-0.200 -0.262 -0.356
-0.129 -0.049 -0.009
-0.035 -0.117 0.002

Summary:
strongest force on any atom: 1.27 eV/A
orbital gap: 0.3077 Ha
HOMO: -8.939 eV
energy: -1553.1513 hartree
ΔE to the lowest compared entry with this formula, charge and spin: 0.0 kJ/mol
LUMO energy: -0.567 eV

=====

[2]
A gas-phase ion, C21H21F9NO2 (charge +1) in a non-equilibrium geometry. Source: the Open Molecules 2025 dataset; level of theory: ωB97M-V/def2-TZVPD.

Positions of all 54 atoms, in Å:
C (4.03681, 2.12718, 1.96866)
C (2.60566, 1.90467, 1.53204)
C (2.13185, 0.91797, 0.32311)
C (2.51217, 1.43329, -1.22263)
C (3.28113, 2.89262, -1.49715)
C (2.08595, 3.96387, -1.88985)
C (2.05693, 4.20237, -3.51825)
O (2.15355, 5.21438, -1.09704)
C (2.16793, 0.56278, -2.58716)
C (1.37537, -0.86781, -2.46887)
O (1.03918, -1.66738, -3.65707)
C (0.95778, -1.36841, -0.95522)
C (0.12100, -2.77578, -0.82557)
N (-0.31112, -3.27277, 0.53662)
C (-1.13045, -4.55538, 0.68362)
C (-2.57489, -4.07756, 1.36955)
C (-3.39143, -2.97567, 0.46030)
F (-4.85184, -3.34030, 0.59292)
F (-3.06282, -3.08633, -0.98881)
C (-3.20347, -1.41763, 0.93979)
F (-2.05228, -0.71756, 0.25644)
F (-2.97704, -1.28084, 2.41016)
C (-4.53091, -0.45920, 0.60039)
F (-5.56287, -0.58134, 1.68695)
F (-5.08838, -0.74169, -0.76171)
C (-4.13180, 1.16338, 0.57258)
F (-5.39805, 1.97253, 0.72963)
F (-3.24842, 1.55899, 1.70267)
F (-3.58706, 1.57621, -0.77133)
C (0.02062, -2.53167, 1.82596)
C (0.86550, -1.08784, 1.86752)
C (1.07060, -0.43411, 3.34698)
C (1.33785, -0.50083, 0.42336)
H (4.89679, 2.09694, 1.14183)
H (4.36722, 2.39176, 3.05951)
H (1.79094, 2.49388, 2.17567)
H (3.84923, 3.29531, -0.55712)
H (4.00176, 2.84552, -2.43051)
H (1.05445, 3.45049, -1.61286)
H (2.11933, 3.12668, -4.03020)
H (1.00789, 4.71279, -3.76098)
H (2.97290, 4.88516, -3.85543)
H (1.18257, 5.52843, -1.07185)
H (2.49883, 0.97349, -3.64823)
H (0.46388, -1.08145, -4.25971)
H (-0.21096, -3.44292, -1.75750)
H (-0.60379, -5.21890, 1.49013)
H (-1.31374, -5.12000, -0.32853)
H (-2.44809, -3.78594, 2.49738)
H (-3.24694, -5.06273, 1.36484)
H (-0.34441, -3.01195, 2.85056)
H (0.38909, 0.54460, 3.38508)
H (2.20125, -0.20662, 3.58128)
H (0.65481, -1.16465, 4.17803)

Force components x, y, z for each atom (eV/Å):
-3.205 -0.668 -2.397
3.042 0.165 1.825
0.083 -0.190 -4.153
-0.692 -2.313 0.257
-0.939 0.065 -0.025
-1.035 -0.824 -0.436
-0.194 0.026 0.744
-2.027 -1.219 -1.216
-1.468 -2.248 3.234
1.159 3.026 1.744
-0.435 2.978 2.286
-0.659 -1.070 -0.151
0.670 1.882 3.022
2.345 2.925 -1.432
-1.168 0.666 1.211
-0.404 -1.704 -0.903
-0.967 -1.511 -0.469
4.361 1.562 -0.462
-0.915 0.450 4.312
0.404 2.385 0.556
-3.494 -2.531 2.092
-0.550 -0.812 -4.667
-1.692 0.770 -0.165
3.441 0.044 -3.937
1.751 0.603 4.810
-1.052 3.138 -0.302
4.559 -2.964 -0.513
-2.867 -1.478 -4.276
-1.514 -1.561 5.094
2.083 3.075 -1.612
-1.931 -3.858 -2.396
-0.648 -0.012 -0.469
0.150 0.686 0.191
-1.927 -0.753 2.146
-1.129 0.144 -2.404
1.662 -2.080 -1.311
-1.197 -1.014 -1.809
-1.384 -0.285 2.074
2.067 0.878 -0.578
-0.198 2.515 0.961
2.471 -1.070 0.230
-2.103 -1.532 0.704
2.419 -0.555 -0.001
-0.798 -1.059 2.544
1.320 -1.110 1.332
0.877 1.746 2.339
-0.928 1.097 -1.806
0.607 1.394 2.026
-0.328 -0.131 -2.457
1.271 2.288 -0.040
0.878 1.053 -2.673
1.749 -2.042 -0.061
-2.389 -0.329 -0.694
0.866 1.365 -1.924

Summary:
strongest force on any atom: 5.54 eV/A
orbital gap: 0.2387 Ha
HOMO: -11.184 eV
energy: -1915.8307 hartree
LUMO energy: -4.689 eV
charge: +1

=====

[3]
A single C21H21FN2O4S molecule in a non-equilibrium geometry. Source: the Open Molecules 2025 dataset; level of theory: ωB97M-V/def2-TZVPD.

Positions of all 50 atoms, in Å:
O (-2.82708, -0.89591, -2.93972)
C (-2.44019, -1.13752, -1.81573)
C (-1.53013, -2.34350, -1.53758)
N (-0.28604, -1.91022, -0.95447)
C (0.43566, -0.84904, -1.40839)
C (1.57320, -0.70015, -0.66843)
S (2.81769, 0.50941, -1.01350)
O (2.34658, 1.29070, -2.12011)
O (4.09452, -0.14232, -1.12749)
C (2.91593, 1.58361, 0.48805)
C (1.55604, 1.92735, 0.95355)
C (0.91562, 1.19292, 1.94741)
C (-0.36666, 1.51292, 2.35815)
C (-1.05157, 2.56344, 1.76647)
C (-0.43906, 3.30709, 0.77276)
C (0.85118, 2.98846, 0.38924)
F (1.45213, 3.75618, -0.53580)
C (1.58079, -1.73800, 0.30458)
C (2.47094, -2.11533, 1.30801)
C (2.14940, -3.20010, 2.09240)
C (0.96488, -3.91443, 1.89324)
C (0.07511, -3.57140, 0.89778)
C (0.38818, -2.47720, 0.09895)
N (-2.73862, -0.35646, -0.75713)
C (-2.41479, -0.60727, 0.62925)
C (-3.65184, -0.32099, 1.49500)
O (-4.14539, 0.97800, 1.29419)
C (-4.52036, 1.16117, -0.05376)
C (-3.32538, 0.95404, -0.98172)
H (-2.01937, -3.06390, -0.87916)
H (-1.35180, -2.82712, -2.50513)
H (0.11036, -0.25905, -2.24266)
H (3.47877, 2.45170, 0.15347)
H (3.48186, 1.01315, 1.21722)
H (1.43884, 0.36984, 2.41104)
H (-0.83166, 0.94479, 3.14982)
H (-2.05872, 2.79660, 2.07549)
H (-0.93846, 4.13879, 0.30100)
H (3.39785, -1.57958, 1.44038)
H (2.82378, -3.51570, 2.87390)
H (0.74902, -4.76119, 2.52690)
H (-0.82483, -4.14866, 0.74368)
H (-2.11497, -1.64036, 0.78788)
H (-1.59565, 0.05328, 0.93784)
H (-3.39349, -0.39468, 2.55245)
H (-4.43622, -1.05834, 1.26113)
H (-4.89500, 2.18207, -0.13400)
H (-5.32310, 0.45658, -0.31751)
H (-3.62736, 1.01373, -2.02759)
H (-2.56508, 1.71603, -0.77063)

Force components x, y, z for each atom (eV/Å):
0.069 -0.095 -0.433
0.043 -0.308 0.229
-0.273 -0.094 -0.484
0.198 0.132 -0.033
0.209 0.319 -0.017
0.359 0.576 -0.300
0.082 -0.250 0.220
-0.334 0.251 -0.009
0.034 -0.120 0.280
-0.138 -0.668 -0.835
-0.436 0.430 0.084
-0.053 0.189 0.012
0.051 0.040 0.159
0.128 -0.010 0.007
0.088 0.044 -0.076
-0.028 -0.114 0.199
-0.017 -0.090 0.043
-0.204 -0.365 0.113
-0.098 -0.065 -0.032
0.125 0.027 0.122
-0.076 -0.041 0.002
-0.139 -0.043 -0.054
0.609 0.014 0.417
-0.207 0.216 0.093
-0.128 0.086 0.430
0.322 -0.318 -0.041
-0.015 0.171 0.137
0.145 0.056 -0.342
-0.333 0.179 -0.037
0.083 0.076 -0.007
-0.113 0.071 0.204
-0.122 0.138 -0.204
0.116 -0.034 -0.081
0.059 -0.020 0.080
0.069 -0.100 0.038
-0.049 -0.075 0.064
-0.098 0.028 0.014
-0.022 0.098 -0.063
0.138 0.040 0.044
0.075 -0.019 0.061
-0.032 -0.077 0.042
-0.083 -0.062 -0.016
0.017 0.009 0.005
-0.095 -0.217 -0.056
0.004 -0.078 -0.047
0.061 0.029 0.048
-0.010 -0.066 -0.066
0.041 0.061 0.006
0.039 0.055 0.120
-0.057 -0.007 -0.039

Summary:
strongest force on any atom: 1.08 eV/A
orbital gap: 0.3371 Ha
HOMO: -8.753 eV
energy: -1721.3649 hartree
ΔE to the lowest compared entry with this formula, charge and spin: 77.2 kJ/mol
LUMO energy: 0.420 eV

=====

[4]
A single C21H21FN4O4S molecule in a non-equilibrium geometry. Source: the Open Molecules 2025 dataset; level of theory: ωB97M-V/def2-TZVPD.

Positions of all 52 atoms, in Å:
C (2.99463, 2.36148, 3.01749)
C (3.63582, 1.21093, 2.25754)
O (2.76040, 0.08086, 2.19109)
C (1.86427, 0.05888, 1.20746)
O (1.78298, 0.87622, 0.33225)
C (0.97981, -1.16994, 1.34464)
N (0.66419, -1.76433, 0.05965)
C (-0.62376, -2.06562, -0.21504)
O (-1.54297, -1.76850, 0.51915)
C (-0.83837, -2.91705, -1.46677)
S (-2.59711, -2.84832, -1.91570)
C (-2.62970, -1.14066, -2.12932)
N (-1.61980, -0.38525, -2.43916)
N (-2.07819, 0.88021, -2.43512)
C (-3.33281, 0.83925, -2.13864)
C (-4.21735, 1.98511, -1.78853)
N (-4.44554, 1.99440, -0.35392)
C (-3.35926, 1.85372, 0.51066)
C (-2.09771, 2.36080, 0.19792)
C (-1.04429, 2.21092, 1.07858)
C (-1.25973, 1.56596, 2.28041)
F (-0.22114, 1.40560, 3.14451)
C (-2.50261, 1.07371, 2.62941)
C (-3.54613, 1.21638, 1.73789)
O (-3.75870, -0.43642, -1.93791)
C (1.73480, -1.87808, -0.86814)
C (1.71417, -1.12910, -2.03986)
C (2.78072, -1.20860, -2.91655)
C (3.86721, -2.01844, -2.62641)
C (3.88911, -2.75219, -1.45294)
C (2.82545, -2.68307, -0.56965)
H (3.70778, 3.17433, 3.12010)
H (2.68076, 2.03011, 4.00366)
H (2.12105, 2.72162, 2.48187)
H (3.89155, 1.51752, 1.23781)
H (4.52724, 0.84629, 2.77216)
H (1.47718, -1.89026, 2.00197)
H (0.03025, -0.87108, 1.80217)
H (-0.24551, -2.58926, -2.31574)
H (-0.61773, -3.95979, -1.23525)
H (-5.18100, 1.90246, -2.29377)
H (-3.72522, 2.90893, -2.09947)
H (-5.22108, 1.40584, -0.07657)
H (-1.92151, 2.85361, -0.74306)
H (-0.06062, 2.56712, 0.81971)
H (-2.64032, 0.57061, 3.57321)
H (-4.51867, 0.81709, 1.98763)
H (0.87187, -0.48428, -2.24279)
H (2.76811, -0.62455, -3.82406)
H (4.70021, -2.07234, -3.31116)
H (4.73661, -3.37981, -1.22080)
H (2.84067, -3.25302, 0.34739)

Force components x, y, z for each atom (eV/Å):
0.006 -0.365 -0.196
0.202 0.487 -0.086
0.017 -0.200 0.336
-0.167 -0.282 -0.106
-0.073 0.152 -0.056
-0.077 0.066 0.207
0.442 0.340 0.340
-0.212 -0.212 -0.082
-0.009 -0.019 0.172
-0.600 0.241 -0.165
-0.017 -0.530 -0.035
0.552 0.220 -0.280
0.045 -1.447 -0.009
-0.758 1.405 -0.014
0.485 0.310 -0.433
0.032 -0.261 0.135
-0.695 0.077 0.013
0.270 0.059 0.346
-0.274 -0.041 0.049
0.091 -0.123 0.312
-0.139 0.092 -0.103
0.005 -0.018 -0.044
0.266 0.047 0.006
0.048 0.068 -0.180
-0.051 -0.024 0.129
0.215 -0.132 -0.376
0.121 0.000 0.103
-0.049 -0.023 -0.029
0.075 -0.034 -0.020
0.110 -0.001 -0.009
-0.158 0.046 -0.008
0.078 0.104 0.029
-0.011 0.022 0.117
-0.068 0.075 -0.023
0.032 -0.096 0.180
-0.103 0.015 -0.105
-0.084 0.089 -0.060
0.201 -0.009 0.002
0.013 -0.127 0.125
0.025 0.005 -0.040
0.077 0.112 0.037
-0.056 -0.140 -0.112
0.116 0.101 -0.108
0.033 0.045 -0.083
0.115 0.030 0.012
0.008 -0.050 0.101
-0.104 -0.047 0.026
-0.078 0.037 0.013
-0.007 0.058 -0.089
0.072 -0.004 -0.060
0.068 -0.054 0.013
-0.028 -0.062 0.109

Summary:
strongest force on any atom: 1.60 eV/A
orbital gap: 0.3161 Ha
HOMO: -7.938 eV
energy: -1830.8868 hartree
ΔE to the lowest compared entry with this formula, charge and spin: 130.4 kJ/mol
LUMO energy: 0.663 eV

=====

Q: Among the records above, which one has the highest LUMO energy?
A: C21H21FN4O4S

=====

Q: Among the records above, which one has the highest orbital gap?
A: C21H21FN2O4S